{
  "formula": "C43H51BF6O2",
  "method": "ωB97M-V/def2-TZVPD",
  "gap_ev": 8.39,
  "homo_energy_ev": -8.19,
  "fmax_ha_per_bohr": 0.129,
  "lumo_ev": 0.2,
  "total_charge": 0,
  "multiplicity": 1,
  "symbols": ["C", "C", "C", "C", "C", "C", "C", "C", "C", "C", "C", "C", "C", "C", "C", "C", "C", "C", "C", "C", "C", "C", "H", "H", "H", "H", "H", "H", "H", "H", "H", "H", "H", "H", "H", "H", "H", "H", "H", "H", "H", "H", "H", "H", "H", "H", "H", "H", "H", "H", "H", "C", "C", "C", "C", "C", "C", "O", "B", "C", "C", "C", "C", "F", "F", "F", "C", "C", "C", "F", "F", "F", "C", "C", "C", "C", "C", "C", "C", "C", "O", "H", "H", "H", "H", "H", "H", "H", "H", "H", "H", "H", "H", "H", "H", "H", "H", "H", "H", "H", "H", "H", "H"],
  "coordinates": [[6.10, 2.32, -0.41], [4.63, 2.19, -0.18], [4.12, 2.23, 1.12], [2.75, 2.20, 1.38], [2.36, 2.37, 2.83], [1.82, 2.05, 0.33], [0.30, 2.13, 0.57], [-0.11, 3.56, 1.00], [-0.29, 1.04, 1.55], [-0.87, -0.14, 0.82], [-0.50, -1.51, 1.38], [0.30, -2.44, 0.67], [1.02, -2.11, -0.62], [0.52, -3.73, 1.17], [0.03, -4.14, 2.41], [0.18, -5.55, 2.90], [-0.59, -3.16, 3.19], [-0.81, -1.86, 2.72], [-1.45, -0.89, 3.67], [2.33, 2.00, -0.99], [1.42, 1.92, -2.19], [3.71, 2.06, -1.22], [6.36, 2.24, -1.47], [6.48, 3.28, -0.04], [6.66, 1.53, 0.13], [4.82, 2.35, 1.95], [1.30, 2.60, 2.97], [2.61, 1.47, 3.40], [2.94, 3.20, 3.25], [-0.20, 1.95, -0.39], [0.33, 4.28, 0.29], [-1.20, 3.66, 0.97], [0.23, 3.83, 2.00], [0.52, 0.76, 2.25], [-1.03, 1.56, 2.20], [-0.67, -0.12, -0.27], [1.65, -2.97, -0.92], [0.32, -1.92, -1.45], [1.68, -1.24, -0.51], [1.10, -4.45, 0.60], [-0.28, -5.69, 3.89], [-0.29, -6.26, 2.22], [1.23, -5.85, 3.00], [-0.89, -3.43, 4.21], [-1.52, -1.34, 4.68], [-0.85, 0.03, 3.76], [-2.47, -0.64, 3.35], [2.02, 1.90, -3.11], [0.79, 1.02, -2.19], [0.76, 2.80, -2.26], [4.06, 2.04, -2.25], [-4.87, -2.79, -0.94], [-5.96, -2.01, -0.20], [-7.32, -2.18, -0.88], [-5.93, -2.30, 1.35], [-7.27, -1.89, 2.02], [-5.56, -3.72, 1.74], [-4.86, -1.40, 1.79], [-5.32, -0.32, 1.04], [-5.79, 1.00, 1.65], [-5.68, 1.19, 3.02], [-6.46, 2.19, 3.59], [-6.37, 2.35, 5.08], [-7.07, 3.44, 5.51], [-6.86, 1.27, 5.75], [-5.08, 2.52, 5.49], [-7.26, 2.98, 2.82], [-7.34, 2.80, 1.46], [-8.23, 3.63, 0.58], [-7.53, 4.17, -0.46], [-9.25, 2.90, 0.03], [-8.80, 4.66, 1.27], [-6.59, 1.80, 0.84], [-2.38, 0.39, 0.52], [-3.08, 1.48, -0.23], [-3.41, 2.79, 0.26], [-3.75, 3.85, -0.54], [-3.96, 3.65, -1.94], [-3.87, 2.34, -2.43], [-3.52, 1.26, -1.61], [-5.54, -0.62, -0.28], [-5.17, -3.84, -0.98], [-4.80, -2.37, -1.94], [-3.92, -2.66, -0.44], [-7.65, -3.23, -0.83], [-8.09, -1.56, -0.42], [-7.22, -1.91, -1.93], [-8.03, -2.65, 1.81], [-7.14, -1.82, 3.10], [-7.63, -0.91, 1.67], [-6.32, -4.42, 1.35], [-4.57, -4.00, 1.36], [-5.56, -3.79, 2.84], [-5.04, 0.56, 3.64], [-7.87, 3.77, 3.29], [-6.65, 1.66, -0.24], [-2.70, 0.44, 1.67], [-2.64, -0.67, 0.05], [-3.36, 2.99, 1.36], [-3.90, 4.89, -0.16], [-4.26, 4.49, -2.58], [-4.12, 2.17, -3.53], [-3.52, 0.26, -2.01]]
}



{
  "formula": "C43H51BN8O6SY",
  "method": "ωB97M-V/def2-TZVPD",
  "gap_ev": 7.00,
  "homo_energy_ev": -10.09,
  "fmax_ha_per_bohr": 0.088,
  "de_lowest_ev": 4.0151,
  "lumo_ev": -3.1,
  "total_charge": 1,
  "multiplicity": 1,
  "symbols": ["Y", "O", "C", "O", "C", "C", "C", "C", "C", "C", "N", "C", "C", "C", "C", "C", "C", "N", "H", "H", "H", "H", "H", "H", "H", "H", "H", "H", "C", "C", "N", "O", "C", "C", "N", "O", "H", "H", "H", "H", "H", "H", "H", "C", "C", "C", "C", "C", "C", "C", "N", "C", "C", "C", "C", "C", "C", "C", "N", "C", "C", "C", "C", "H", "H", "H", "H", "H", "H", "H", "H", "H", "H", "H", "H", "H", "H", "H", "H", "H", "H", "H", "H", "H", "H", "H", "H", "O", "B", "O", "C", "C", "C", "C", "C", "C", "H", "H", "H", "H", "C", "N", "C", "N", "S", "H", "H", "H", "H", "H", "H"],
  "coordinates": [[-1.24, 0.87, 0.50], [6.05, -1.97, 2.25], [5.35, -1.34, 1.29], [5.58, -1.51, 0.12], [4.24, -0.45, 1.74], [3.92, 0.65, 0.95], [2.79, 1.39, 1.21], [1.95, 1.02, 2.26], [2.32, -0.02, 3.11], [3.46, -0.76, 2.85], [0.71, 1.65, 2.38], [0.29, 2.04, 3.52], [-0.98, 2.75, 3.65], [-1.23, 3.48, 4.81], [-2.37, 4.26, 4.87], [-3.23, 4.25, 3.79], [-2.92, 3.45, 2.69], [-1.82, 2.73, 2.61], [5.80, -1.69, 3.14], [4.57, 0.90, 0.12], [2.54, 2.24, 0.60], [1.67, -0.29, 3.94], [3.68, -1.60, 3.49], [0.88, 1.95, 4.43], [-0.53, 3.45, 5.63], [-2.58, 4.85, 5.75], [-4.14, 4.83, 3.80], [-3.59, 3.40, 1.85], [-3.83, -2.52, 2.61], [-2.78, -1.78, 1.84], [-2.07, -0.82, 2.33], [-2.26, -0.43, 3.64], [-2.59, -2.02, 0.42], [-3.09, -3.25, -0.28], [-2.05, -1.03, -0.23], [-1.90, -1.04, -1.52], [-3.42, -2.94, 3.53], [-4.25, -3.33, 2.03], [-4.64, -1.83, 2.86], [-3.10, -0.78, 3.98], [-4.18, -3.25, -0.34], [-2.76, -4.16, 0.22], [-2.69, -3.23, -1.29], [4.13, 1.90, -4.87], [4.10, 0.67, -3.95], [3.95, -0.59, -4.81], [5.41, 0.61, -3.15], [2.93, 0.72, -2.99], [1.98, 1.74, -2.98], [0.96, 1.70, -2.05], [0.79, 0.73, -1.16], [1.67, -0.28, -1.17], [2.75, -0.30, -2.05], [1.49, -1.37, -0.18], [2.16, -2.58, -0.30], [1.99, -3.59, 0.64], [1.16, -3.30, 1.71], [0.55, -2.06, 1.77], [0.67, -1.12, 0.85], [2.70, -4.92, 0.46], [2.57, -5.39, -1.00], [4.18, -4.75, 0.83], [2.10, -6.01, 1.36], [5.02, 1.85, -5.49], [4.17, 2.82, -4.29], [3.26, 1.91, -5.52], [4.71, -0.60, -5.58], [2.97, -0.61, -5.29], [4.06, -1.49, -4.22], [6.25, 0.57, -3.84], [5.45, -0.26, -2.51], [5.52, 1.50, -2.54], [2.04, 2.56, -3.66], [0.23, 2.50, -2.03], [3.46, -1.10, -2.00], [2.80, -2.76, -1.15], [0.97, -4.02, 2.50], [-0.08, -1.81, 2.61], [3.18, -4.78, -1.66], [1.54, -5.33, -1.32], [2.91, -6.42, -1.09], [4.66, -3.99, 0.22], [4.70, -5.69, 0.66], [4.29, -4.47, 1.87], [1.05, -6.16, 1.14], [2.22, -5.78, 2.41], [2.62, -6.95, 1.17], [-1.65, 3.66, -1.18], [-2.21, 2.42, -0.82], [-3.41, 2.30, -1.53], [-3.57, 3.42, -2.30], [-4.57, 3.76, -3.18], [-4.44, 4.98, -3.84], [-3.35, 5.81, -3.61], [-2.35, 5.47, -2.72], [-2.48, 4.26, -2.08], [-5.42, 3.12, -3.38], [-5.20, 5.28, -4.53], [-3.28, 6.75, -4.14], [-1.50, 6.11, -2.54], [-7.29, 1.93, 1.03], [-6.71, 1.14, -0.02], [-5.48, 0.62, 0.00], [-5.08, -0.12, -1.05], [-4.49, 0.80, 1.34], [-8.29, 1.55, 1.27], [-7.37, 2.97, 0.73], [-6.66, 1.85, 1.91], [-7.27, 1.01, -0.85], [-5.62, -0.10, -1.90], [-4.10, -0.36, -1.15]]
}



{
  "formula": "C43H51Br4I2N9O7P2Zr",
  "method": "ωB97M-V/def2-TZVPD",
  "gap_ev": [4.89, 4.89],
  "homo_energy_ev": [-1.31, -1.31],
  "fmax_ha_per_bohr": 0.077,
  "lumo_ev": [3.6, 3.6],
  "total_charge": -2,
  "multiplicity": 1,
  "symbols": ["Zr", "C", "O", "C", "C", "C", "C", "C", "C", "N", "N", "C", "C", "C", "C", "O", "C", "N", "C", "C", "C", "C", "H", "H", "H", "H", "H", "H", "H", "H", "H", "H", "H", "H", "Br", "C", "C", "Br", "C", "Br", "C", "O", "C", "O", "C", "Br", "C", "N", "C", "P", "O", "O", "P", "O", "N", "C", "C", "N", "C", "C", "N", "C", "C", "H", "H", "H", "H", "H", "H", "H", "H", "H", "H", "H", "H", "H", "H", "H", "H", "H", "H", "H", "H", "H", "H", "H", "H", "I", "I", "C", "C", "N", "N", "C", "H", "H", "H", "C", "C", "C", "C", "C", "C", "C", "C", "C", "C", "H", "H", "H", "H", "H", "H", "H", "H", "H", "H", "H", "H"],
  "coordinates": [[-16.16, 2.18, 9.68], [-20.36, 8.33, 10.81], [-19.48, 9.44, 11.01], [-18.32, 9.52, 10.25], [-18.26, 9.34, 8.85], [-17.09, 9.52, 8.23], [-15.94, 9.81, 8.93], [-16.00, 10.04, 10.28], [-17.18, 9.85, 10.91], [-14.76, 9.88, 8.19], [-14.03, 8.83, 8.08], [-14.48, 7.65, 8.74], [-13.98, 7.32, 10.02], [-14.25, 6.03, 10.65], [-15.16, 5.19, 9.98], [-15.49, 4.05, 10.50], [-15.84, 5.67, 8.81], [-16.80, 4.84, 8.33], [-17.46, 5.22, 7.27], [-17.12, 6.37, 6.52], [-16.03, 7.07, 6.92], [-15.39, 6.82, 8.12], [-20.90, 8.22, 11.76], [-19.88, 7.44, 10.49], [-21.06, 8.56, 9.99], [-19.20, 9.09, 8.31], [-16.94, 9.42, 7.17], [-15.08, 10.20, 10.85], [-17.23, 9.98, 11.98], [-13.25, 7.95, 10.44], [-13.62, 5.66, 11.48], [-18.25, 4.56, 6.90], [-17.70, 6.65, 5.64], [-15.75, 8.02, 6.50], [-23.33, 1.61, 8.85], [-21.44, 1.27, 8.92], [-21.00, -0.05, 8.62], [-22.19, -1.50, 8.45], [-19.61, -0.30, 8.56], [-18.96, -1.95, 7.89], [-18.68, 0.65, 8.97], [-17.42, 0.55, 8.93], [-19.15, 1.90, 9.48], [-18.24, 2.68, 10.02], [-20.47, 2.20, 9.25], [-20.94, 4.10, 9.26], [-19.68, 3.37, 18.10], [-20.28, 3.28, 16.77], [-21.60, 3.74, 16.72], [-19.48, 2.65, 15.48], [-18.57, 1.57, 15.94], [-18.61, 3.88, 14.98], [-17.50, 3.86, 13.73], [-17.74, 2.69, 12.88], [-17.66, 5.28, 12.89], [-17.20, 6.59, 13.36], [-18.39, 5.34, 11.60], [-16.11, 4.05, 14.56], [-14.92, 4.43, 13.75], [-15.79, 3.55, 15.85], [-20.62, 2.21, 14.37], [-21.32, 0.98, 14.60], [-20.67, 2.66, 12.99], [-20.06, 2.67, 18.85], [-19.91, 4.34, 18.55], [-18.59, 3.30, 18.13], [-22.21, 3.32, 17.53], [-22.01, 3.52, 15.75], [-21.65, 4.76, 17.05], [-16.77, 6.48, 14.33], [-18.08, 7.19, 13.41], [-16.36, 6.86, 12.63], [-18.29, 4.47, 10.97], [-18.12, 6.25, 11.12], [-19.49, 5.59, 11.77], [-14.91, 4.20, 12.70], [-14.06, 3.89, 14.10], [-14.76, 5.49, 13.92], [-15.56, 4.29, 16.53], [-14.91, 2.83, 15.75], [-16.67, 3.04, 16.24], [-21.50, 0.74, 15.66], [-20.81, 0.17, 14.10], [-22.30, 1.06, 14.06], [-20.37, 3.68, 12.91], [-21.67, 2.36, 12.58], [-19.96, 2.02, 12.40], [-14.50, 2.33, 7.29], [-17.08, -3.40, 10.94], [-17.89, -2.44, 12.63], [-17.80, -1.12, 12.96], [-18.27, -1.04, 14.21], [-18.64, -2.25, 14.73], [-18.38, -3.12, 13.76], [-17.40, -0.31, 12.38], [-18.38, -0.20, 14.78], [-18.50, -4.16, 14.01], [-14.92, 0.85, 13.50], [-14.14, 0.83, 12.18], [-13.50, -0.58, 11.98], [-15.08, 1.09, 11.02], [-12.94, 1.79, 12.18], [-12.09, 1.94, 13.28], [-10.91, 2.70, 13.23], [-10.59, 3.38, 12.06], [-11.44, 3.21, 10.92], [-12.64, 2.47, 10.98], [-15.49, -0.09, 13.57], [-15.71, 1.61, 13.54], [-14.27, 0.78, 14.36], [-14.31, -1.37, 11.84], [-12.99, -0.91, 12.88], [-12.78, -0.56, 11.17], [-16.00, 0.57, 11.21], [-12.26, 1.46, 14.20], [-10.21, 2.72, 14.10], [-9.78, 4.09, 12.03], [-11.29, 3.70, 10.02], [-13.14, 2.29, 10.10]]
}



Which formula does entry 3 have? C43H51Br4I2N9O7P2Zr